# 1
Molecular formula: C5HBr3N2
Method: DFT, ωB97M-V/def2-TZVPD

Energy above the lowest of the compared OMol25 structures with the same formula, charge and spin in kcal per mole: 91.63
HOMO-LUMO gap in eV: 7.081

Geometry as ORCA input:
```
! wB97M-V def2-TZVPD RIJCOSX def2/J DEFGRID3
* xyz 0 1
C 0.9731 2.8543 0.4393
C -0.0784 0.4605 0.7715
C 1.3829 0.5619 0.7607
C 2.2809 1.6064 0.5420
C -1.0754 1.3867 0.4288
N -0.2171 2.5802 0.2526
N 2.2798 3.0814 0.6577
Br 2.2538 -1.1081 0.8170
Br 3.8290 1.1963 -0.4031
Br -2.9009 1.3945 -0.0410
H -0.4110 -0.5036 0.9638
*
```

So, what does the Mulliken scheme give us? The charges, in e, come out as:
1. C 0.71
2. C -0.27
3. C 0.31
4. C 0.50
5. C -0.40
6. N -0.37
7. N -0.61
8. Br -0.15
9. Br -0.10
10. Br -0.05
11. H 0.44


# 2
Molecular formula: C5H13N2O2S
Method: DFT, ωB97M-V/def2-TZVPD

Energy above the lowest of the compared OMol25 structures with the same formula, charge and spin in kcal per mole: 82.58
SMILES string: CCCCN(S)C(=[NH2+])OO
HOMO-LUMO gap in eV: 9.247

Geometry as ORCA input:
```
! wB97M-V def2-TZVPD RIJCOSX def2/J DEFGRID3
* xyz 1 1
C 2.0245 1.2542 -1.3663
C 1.3214 1.1332 0.0509
C 1.4558 -0.2023 0.5996
C 0.5666 -1.1650 -0.2668
N -0.7611 -1.4366 0.2827
S -1.1439 -3.0164 1.0655
C -1.6945 -0.5060 0.2484
N -2.9336 -0.7217 0.6784
O -1.3949 0.8021 -0.4226
O -2.2306 2.0665 -0.5419
H 1.4150 0.6341 -1.9500
H 1.9757 2.2770 -1.6362
H 3.0454 1.0012 -1.2356
H 1.7247 1.8581 0.7978
H 0.2813 1.4711 -0.1832
H 2.4695 -0.6632 0.6877
H 1.0594 -0.2561 1.6177
H 1.0542 -2.0935 -0.4129
H 0.4315 -0.7573 -1.2995
H -0.2426 -2.7244 2.0444
H -3.1686 -1.5934 1.0241
H -3.6228 -0.0379 0.5091
H -1.6323 2.6763 -0.2913
*
```

So, what does the Mulliken scheme give us? The charges, in e, come out as:
1. C -1.24
2. C 0.11
3. C -0.42
4. C -0.81
5. N -0.25
6. S -0.12
7. C 0.92
8. N -0.31
9. O -0.25
10. O -0.23
11. H 0.36
12. H 0.40
13. H 0.38
14. H 0.47
15. H -0.28
16. H 0.35
17. H 0.30
18. H 0.28
19. H 0.45
20. H 0.23
21. H 0.12
22. H 0.26
23. H 0.30


# 3
Molecular formula: C21H28Cl39NO3
Method: DFT, ωB97M-V/def2-TZVPD

HOMO-LUMO gap in eV: 9.948

Geometry as ORCA input:
```
! wB97M-V def2-TZVPD RIJCOSX def2/J DEFGRID3
* xyz 0 1
C -0.6139 1.8099 -1.4967
C -0.6584 1.0891 -2.8475
C 0.6259 0.3738 -3.2466
O 0.7890 -0.8372 -2.5116
C 1.6160 -0.7646 -1.4045
C 0.9205 -1.3682 -0.1835
C -0.3252 -2.1300 -0.5629
C -0.0229 -3.4774 -1.2145
N -1.4772 -1.6948 -0.3220
O 2.8298 -1.4228 -1.7508
C 3.8277 -1.3303 -0.8228
O 4.1155 -2.2470 -0.1887
H -0.0880 1.2679 -0.7209
H -1.6342 1.9252 -1.1482
H -0.1849 2.8009 -1.5853
H -0.8330 1.8514 -3.5960
H -1.4452 0.3493 -2.8410
H 1.5090 1.0080 -3.2254
H 0.4973 0.0690 -4.2783
H 1.7984 0.2876 -1.1906
H 1.5526 -2.0752 0.3372
H 0.6307 -0.6165 0.5400
H -0.8919 -4.1171 -1.2808
H 0.7250 -3.9247 -0.5738
H 0.4172 -3.2779 -2.1793
H -1.3610 -0.7930 0.1444
H 4.3956 -0.4066 -0.6749
C 4.5301 1.5271 1.7441
Cl 3.0423 0.5812 1.6604
Cl 5.2258 1.7386 0.1281
Cl 4.2364 3.0861 2.4977
H 5.2451 0.9889 2.3513
C -3.4369 -4.9236 -3.1199
Cl -2.1277 -6.1019 -2.9976
Cl -4.9155 -5.5601 -2.3891
Cl -2.9804 -3.4022 -2.3564
H -3.6317 -4.7438 -4.1691
C 6.6405 2.8134 5.8130
Cl 6.5901 2.1669 7.4546
Cl 6.6773 1.4937 4.6401
Cl 5.2718 3.8939 5.5279
H 7.5510 3.3864 5.7032
C -0.5756 -9.0894 -0.8105
Cl -2.1273 -9.8926 -1.0614
Cl 0.2916 -8.9178 -2.3395
Cl -0.8073 -7.5186 -0.0469
H 0.0212 -9.7043 -0.1502
C -5.1271 -0.1211 -1.9808
Cl -6.6138 -1.0190 -2.2760
Cl -4.3122 0.2536 -3.5003
Cl -5.4424 1.3534 -1.0642
H -4.4663 -0.7472 -1.3916
C -5.1577 1.6335 2.7455
Cl -4.0222 0.4271 2.1437
Cl -5.5401 1.3410 4.4447
Cl -4.5213 3.2619 2.5228
H -6.0732 1.5483 2.1738
C -8.4721 -2.7889 -5.6352
Cl -6.7522 -2.3997 -5.5910
Cl -8.7555 -4.2486 -6.5871
Cl -9.1169 -2.9726 -4.0028
H -8.9902 -1.9672 -6.1139
C 8.5897 4.2694 1.5481
Cl 8.8961 4.2466 3.2899
Cl 8.6111 2.6350 0.8829
Cl 7.0613 5.0729 1.1965
H 9.3845 4.8335 1.0797
C 12.6434 4.8407 3.2334
Cl 12.8792 3.2795 4.0170
Cl 14.1119 5.8125 3.3125
Cl 12.1273 4.6245 1.5573
H 11.8584 5.3679 3.7599
C -4.8420 -5.3728 1.5407
Cl -3.8240 -6.7541 1.1336
Cl -5.2949 -5.4050 3.2482
Cl -4.0209 -3.8641 1.1363
H -5.7470 -5.4341 0.9505
C -8.1455 -1.6654 -9.2577
Cl -9.6395 -2.5311 -9.6151
Cl -7.2838 -1.2568 -10.7406
Cl -8.4778 -0.2129 -8.3072
H -7.5121 -2.3159 -8.6662
C -7.1246 6.4467 3.6901
Cl -6.8952 4.7894 4.2457
Cl -5.6653 7.4024 3.9602
Cl -7.5821 6.4755 1.9852
H -7.9286 6.8893 4.2627
C 7.0864 5.9252 8.2940
Cl 6.0117 7.2185 7.7656
Cl 8.3654 5.6532 7.1030
Cl 7.7777 6.2901 9.8738
H 6.5069 5.0142 8.3778
*
```

So, what does the Mulliken scheme give us? The charges, in e, come out as:
1. C -1.02
2. C 0.13
3. C -0.75
4. O -0.41
5. C 0.22
6. C -1.36
7. C 0.59
8. C -1.19
9. N -0.29
10. O -0.36
11. C 0.34
12. O -0.44
13. H 0.13
14. H 0.23
15. H 0.39
16. H 0.53
17. H -0.11
18. H 0.39
19. H 0.38
20. H 0.47
21. H 0.53
22. H 0.63
23. H 0.12
24. H 0.38
25. H 0.34
26. H 0.04
27. H 0.18
28. C 0.29
29. Cl -0.10
30. Cl -0.20
31. Cl -0.09
32. H 0.06
33. C -0.17
34. Cl -0.06
35. Cl -0.14
36. Cl 0.01
37. H 0.34
38. C 0.39
39. Cl -0.13
40. Cl -0.13
41. Cl -0.09
42. H -0.04
43. C -0.07
44. Cl -0.12
45. Cl -0.12
46. Cl -0.06
47. H 0.37
48. C 0.48
49. Cl -0.07
50. Cl -0.14
51. Cl -0.12
52. H -0.18
53. C -0.01
54. Cl -0.04
55. Cl -0.14
56. Cl -0.11
57. H 0.28
58. C 0.15
59. Cl -0.05
60. Cl -0.13
61. Cl -0.14
62. H 0.17
63. C 0.05
64. Cl -0.06
65. Cl -0.10
66. Cl -0.11
67. H 0.24
68. C 0.16
69. Cl -0.11
70. Cl -0.13
71. Cl -0.12
72. H 0.20
73. C -0.07
74. Cl -0.06
75. Cl -0.14
76. Cl 0.00
77. H 0.27
78. C 0.21
79. Cl -0.11
80. Cl -0.13
81. Cl -0.13
82. H 0.16
83. C -0.02
84. Cl -0.06
85. Cl -0.12
86. Cl -0.12
87. H 0.33
88. C 0.24
89. Cl -0.12
90. Cl -0.09
91. Cl -0.13
92. H 0.11


Repeat the first record exactly.
Molecular formula: C5HBr3N2
Method: DFT, ωB97M-V/def2-TZVPD

Energy above the lowest of the compared OMol25 structures with the same formula, charge and spin in kcal per mole: 91.63
HOMO-LUMO gap in eV: 7.081

Geometry as ORCA input:
```
! wB97M-V def2-TZVPD RIJCOSX def2/J DEFGRID3
* xyz 0 1
C 0.9731 2.8543 0.4393
C -0.0784 0.4605 0.7715
C 1.3829 0.5619 0.7607
C 2.2809 1.6064 0.5420
C -1.0754 1.3867 0.4288
N -0.2171 2.5802 0.2526
N 2.2798 3.0814 0.6577
Br 2.2538 -1.1081 0.8170
Br 3.8290 1.1963 -0.4031
Br -2.9009 1.3945 -0.0410
H -0.4110 -0.5036 0.9638
*
```

So, what does the Mulliken scheme give us? The charges, in e, come out as:
1. C 0.71
2. C -0.27
3. C 0.31
4. C 0.50
5. C -0.40
6. N -0.37
7. N -0.61
8. Br -0.15
9. Br -0.10
10. Br -0.05
11. H 0.44


Q: HOMO-LUMO gap of number 3 (C21H28Cl39NO3)?
A: 9.948 eV


Q: What is the HOMO-LUMO gap in the first record?
A: 7.081 eV